(1)
A 2-piece molecular cluster, C12H16Br2Cl2N2O3S3 overall. Source: the Open Molecules 2025 dataset; level of theory: the ωB97M-V functional and the def2-TZVPD basis.

Properties
**HOMO**: -9.1 eV
**DFT total energy**: -219459.7086 eV
**Strongest force on any atom**: 0.5 eV/A
**E_LUMO**: -0.0296 hartree

Last column: Mulliken charge in e.
Cartesian coordinates (Å):
C 7.751 1.406 -1.029  -1.298
C 7.222 0.972 0.304  0.566
Br 8.317 1.442 1.758  -0.122
C 6.092 0.292 0.482  0.044
Br 5.437 -0.289 2.143  -0.100
O 5.299 -0.077 -0.579  -0.272
S 4.259 1.121 -1.087  0.655
O 4.692 1.525 -2.402  -0.522
O 3.071 0.051 -1.263  -0.178
C 2.064 0.409 -2.246  -0.653
C 0.832 -0.421 -1.965  -0.835
C -0.106 0.187 -0.903  -0.536
S -1.601 0.889 -1.638  -0.032
C -2.897 0.299 -0.639  0.010
S -2.866 -0.906 0.435  -0.208
N -4.086 1.027 -0.931  0.209
C -4.965 0.784 -1.962  -0.121
C -5.920 1.735 -1.846  -0.488
N -5.664 2.556 -0.778  -0.620
C -4.565 2.111 -0.252  -0.030
H 7.226 0.921 -1.846  0.325
H 8.809 1.146 -1.083  0.423
H 7.693 2.492 -1.117  0.313
H 1.854 1.480 -2.185  0.489
H 2.459 0.209 -3.241  0.370
H 1.105 -1.437 -1.684  0.304
H 0.291 -0.504 -2.911  0.438
H 0.386 1.020 -0.398  0.350
H -0.403 -0.546 -0.159  0.363
H -4.852 -0.028 -2.658  0.398
H -6.777 1.872 -2.484  0.393
H -4.048 2.489 0.615  0.376
Cl -5.237 -4.970 4.560  -0.185
C -4.727 -3.293 4.879  -0.504
C -4.391 -2.549 3.613  -0.412
Cl -2.918 -3.180 2.831  -0.205
H -3.877 -3.328 5.555  0.317
H -5.557 -2.797 5.380  0.331
H -4.204 -1.501 3.843  0.312
H -5.199 -2.609 2.888  0.337

Cartesian forces (eV/Å) of the 6 atoms listed first:
0.2 -0.1 0.2
-0.1 -0.1 -0.2
0.0 0.0 0.1
0.1 0.1 0.0
-0.1 0.0 0.1
0.0 0.1 0.0

=====

(2)
C30H38N4OYb as an isolated structure. Source: the Open Molecules 2025 dataset; level of theory: the ωB97M-V functional and the def2-TZVPD basis.

Properties
**HOMO (alpha / beta)**: -0.1 / -2.4 eV
**DFT total energy**: -71264.3197 eV
**Strongest force on any atom**: 3.4 eV/A
**Spin multiplicity**: 2
**Charge**: -1
**Relative energy (zero: lowest compared OMol25 entry of this formula, charge and spin)**: 0.0 kcal per mole
**E_LUMO (alpha / beta)**: 0.0916 / 0.0899 hartree

Last column: Löwdin spin population.
Cartesian coordinates (Å):
Yb 0.170 -0.462 1.291  0.027
N 0.566 -2.329 2.785  0.194
N 0.803 -2.390 -0.700  0.012
C 1.162 2.042 0.567  0.000
C 2.271 1.209 0.888  0.000
C 2.192 0.893 2.273  0.000
C 3.061 -0.048 3.019  0.000
H 4.001 -0.217 2.476  0.000
H 2.562 -1.025 3.171  0.000
H 3.306 0.356 4.014  0.000
C 1.044 1.536 2.806  0.000
C 0.581 1.446 4.211  0.000
H 1.097 2.189 4.842  0.000
H 0.783 0.455 4.646  0.000
H -0.497 1.650 4.282  0.000
C 0.408 2.245 1.754  0.000
C -0.791 3.102 1.902  0.000
H -1.519 2.655 2.593  0.000
H -1.277 3.275 0.934  0.000
H -0.522 4.089 2.311  0.000
C 3.369 0.817 -0.026  0.000
H 4.254 1.468 0.094  0.000
H 3.054 0.884 -1.076  0.000
H 3.699 -0.215 0.164  0.000
C 0.912 2.688 -0.745  0.000
H -0.159 2.869 -0.901  0.000
H 1.276 2.061 -1.569  0.000
H 1.421 3.664 -0.823  0.000
C 0.044 -2.870 3.910  0.159
H 0.507 -2.559 4.858  0.019
C -1.021 -3.775 3.833  0.029
H -1.419 -4.209 4.753  -0.002
C -1.572 -4.096 2.578  0.229
H -2.508 -4.654 2.503  0.026
C -0.890 -3.733 1.430  0.124
H -1.190 -4.012 0.418  0.010
C 0.316 -2.996 1.603  0.067
C 1.242 -2.706 0.578  0.041
H 2.284 -2.480 0.815  0.003
C 0.445 -1.086 -1.062  0.004
C 0.627 -3.264 -1.792  0.004
H 0.772 -4.321 -1.690  0.000
C 0.335 -2.502 -2.850  0.005
H 0.147 -2.751 -3.879  0.001
N 0.272 -1.180 -2.400  0.004
C 0.053 -0.034 -3.217  0.000
C 1.043 0.358 -4.126  0.000
C 0.817 1.505 -4.897  0.000
H 1.570 1.814 -5.630  0.000
C -0.369 2.236 -4.770  0.000
C -0.643 3.407 -5.670  0.000
H -1.200 4.190 -5.141  0.000
H -1.250 3.099 -6.533  0.000
H 0.291 3.828 -6.057  0.000
C -1.316 1.846 -3.815  0.000
H -2.248 2.413 -3.712  0.000
C -1.122 0.701 -3.032  0.000
C -2.148 0.265 -2.034  0.000
H -2.389 -0.803 -2.120  0.000
H -3.076 0.827 -2.202  0.000
H -1.851 0.452 -0.989  0.000
C 2.333 -0.388 -4.213  0.000
H 2.199 -1.412 -4.583  0.000
H 2.854 -0.436 -3.246  0.000
H 2.998 0.132 -4.910  0.000
C -4.419 -0.347 1.812  0.005
C -3.018 -0.544 2.273  0.006
N -2.846 -1.029 3.505  0.015
O -2.005 -0.263 1.558  0.003
H -4.943 -1.314 1.785  0.003
H -4.411 0.088 0.810  0.000
H -4.970 0.319 2.492  0.002
H -1.916 -1.286 3.824  0.005
H -3.638 -1.339 4.049  0.003

Cartesian forces (eV/Å) of the 6 atoms listed first:
1.1 0.6 0.3
1.2 0.4 -0.3
-1.4 0.4 -2.8
0.2 -0.3 0.8
-0.6 0.3 0.8
-0.5 0.6 -0.5

=====

(3)
An isolated ion of composition C3H9NO2P and charge -1. Source: the Open Molecules 2025 dataset; level of theory: the ωB97M-V functional and the def2-TZVPD basis.

Properties
**HOMO**: -3.5 eV
**DFT total energy**: -18130.2881 eV
**SMILES**: CN(C)[P@@](C)(=O)[O-]
**Strongest force on any atom**: 8.1 eV/A
**Charge**: -1
**Relative energy (zero: lowest compared OMol25 entry of this formula, charge and spin)**: 76.6 kcal per mole
**E_LUMO**: 0.1422 hartree

Last column: Mulliken charge in e.
Cartesian coordinates (Å):
C -0.479 -1.240 -0.921  -0.766
N -0.577 0.057 -0.189  0.099
C -1.849 0.653 0.173  -0.877
P 0.827 0.975 -0.062  0.766
C 1.835 -0.254 0.990  -1.019
O 1.748 0.884 -1.858  -0.897
O 0.509 2.205 0.628  -0.727
H -0.925 -1.092 -1.961  0.254
H 0.618 -1.530 -0.842  0.124
H -1.147 -2.057 -0.347  0.295
H -1.594 1.772 0.155  0.296
H -2.748 0.329 -0.281  0.362
H -2.134 0.418 1.325  0.177
H 1.206 -0.432 1.879  0.265
H 1.969 -1.089 0.310  0.331
H 2.743 0.399 1.001  0.317

Cartesian forces (eV/Å) of the 6 atoms listed first:
-1.3 0.0 1.4
-0.9 -1.3 -0.9
1.7 1.4 3.6
3.6 -3.9 -6.2
-0.4 2.4 -1.6
-2.9 0.3 5.9

=====

(4)
C28H32AsI2N6O2W as an isolated structure. Source: the Open Molecules 2025 dataset; level of theory: the ωB97M-V functional and the def2-TZVPD basis.

Properties
**HOMO (alpha / beta)**: -15.9 / -15.9 eV
**DFT total energy**: -121430.6758 eV
**Strongest force on any atom**: 2.1 eV/A
**Spin multiplicity**: 3
**Charge**: +3
**Relative energy (zero: lowest compared OMol25 entry of this formula, charge and spin)**: 32.3 kcal per mole
**E_LUMO (alpha / beta)**: -0.4120 / -0.4440 hartree

Last column: Löwdin spin population.
Cartesian coordinates (Å):
W -0.137 -0.505 0.224  0.906
O 1.202 -1.997 0.694  0.006
C 0.680 -2.880 -0.086  0.030
C 0.774 -4.360 0.091  0.006
C -0.513 -4.812 -0.617  0.000
C -1.342 -3.551 -0.729  0.002
O -2.515 -3.369 -0.734  0.000
N -0.401 -2.416 -0.694  0.013
H 0.810 -4.551 1.165  0.002
H 1.673 -4.806 -0.337  0.001
H -1.055 -5.603 -0.105  0.000
H -0.311 -5.159 -1.633  0.000
I 0.323 1.593 1.769  0.091
I -0.392 0.814 -1.974  -0.032
C 2.735 -0.761 -1.576  0.002
N 4.119 -0.594 -1.926  0.001
C 4.966 -0.933 -0.777  0.000
N 4.661 -0.072 0.367  -0.004
C 3.289 -0.248 0.749  0.000
N 2.326 0.089 -0.395  -0.026
C 2.655 1.522 -0.775  0.001
N 4.033 1.686 -1.144  -0.004
C 4.352 0.814 -2.277  0.000
C 4.891 1.323 -0.014  0.000
H 2.553 -1.809 -1.332  0.000
H 2.121 -0.477 -2.431  0.000
H 6.009 -0.800 -1.057  0.000
H 4.808 -1.977 -0.500  0.000
H 3.050 0.423 1.575  0.002
H 3.135 -1.275 1.052  0.000
H 2.420 2.161 0.072  0.003
H 2.037 1.802 -1.627  -0.001
H 5.400 0.943 -2.539  0.000
H 3.737 1.082 -3.137  0.000
H 4.678 1.973 0.835  0.000
H 5.932 1.449 -0.304  0.000
C -5.924 -0.544 -3.174  0.000
C -4.850 0.326 -3.308  0.000
C -3.931 0.462 -2.280  0.000
C -4.091 -0.277 -1.109  0.000
C -5.185 -1.126 -0.960  0.000
C -6.098 -1.254 -1.996  0.000
As -2.832 -0.137 0.348  0.005
C -3.790 -0.925 1.826  0.079
C -3.952 -2.248 2.142  0.018
C -4.759 -2.594 3.243  0.155
C -5.379 -1.618 4.024  -0.004
C -5.231 -0.286 3.709  0.094
C -4.438 0.092 2.596  0.078
C -4.221 1.431 2.174  0.136
C -4.829 2.582 2.757  0.085
C -4.538 3.823 2.258  0.015
C -3.641 3.956 1.185  0.204
C -3.043 2.834 0.575  0.027
C -3.329 1.593 1.062  0.094
H -6.630 -0.661 -3.985  0.000
H -4.729 0.904 -4.214  0.000
H -3.126 1.170 -2.395  0.000
H -5.345 -1.699 -0.057  0.000
H -6.947 -1.915 -1.882  0.000
H -3.523 -3.034 1.529  -0.001
H -4.912 -3.640 3.479  0.007
H -5.983 -1.913 4.872  -0.002
H -5.717 0.469 4.312  0.003
H -5.526 2.475 3.577  0.002
H -4.997 4.707 2.680  -0.002
H -3.405 4.946 0.816  0.009
H -2.385 2.980 -0.272  -0.001
N -0.673 -1.343 2.284  -0.001
H -1.561 -1.825 2.410  0.000
H -0.638 -0.585 2.961  0.001
H 0.062 -2.000 2.545  0.001

Cartesian forces (eV/Å) of the 6 atoms listed first:
1.6 1.3 -0.2
0.8 -0.3 -0.6
-1.0 -0.3 1.8
0.2 0.0 -0.6
0.0 -0.1 -0.1
0.3 0.6 -0.3